Record 1
{"formula": "H3NO3S", "method": "wB97M-V/def2-TZVPD", "charge": 0, "orbital_gap_ev": 8.772, "molar_mass_da": 97.09, "de_lowest_kj_mol": 420.86, "spin_multiplicity": 1, "homo_ha": -0.3536, "symbols": ["N", "O", "O", "O", "S", "H", "H", "H"], "coordinates": [[1.392, -1.347, 1.820], [-0.808, 1.094, -0.652], [-1.567, 0.693, -1.792], [-0.880, -0.393, 1.808], [0.293, -0.522, 2.556], [-1.185, 1.194, -2.452], [2.304, -1.534, 2.203], [-1.163, 0.893, 0.206]], "atomic_forces_ev_per_a": [[-2.7, 1.3, 0.4], [2.5, 1.5, -1.3], [-2.3, -2.5, 3.2], [-2.9, 0.4, -1.7], [5.4, -2.0, 0.6], [1.6, 2.0, -1.9], [0.1, 0.3, 0.8], [-1.7, -1.1, 0.0]]}


Record 2
{"formula": "C45H40BKN3O2S5Sb", "method": "wB97M-V/def2-TZVPD", "charge": -2, "orbital_gap_ev": 4.654, "molar_mass_da": 986.84, "de_lowest_kj_mol": 309.25, "spin_multiplicity": 1, "homo_ha": -0.0276, "symbols": ["K", "S", "C", "C", "C", "C", "C", "C", "S", "C", "C", "C", "C", "C", "C", "C", "S", "C", "C", "C", "C", "C", "C", "S", "N", "H", "H", "H", "H", "H", "H", "H", "H", "H", "H", "H", "H", "H", "H", "H", "C", "C", "C", "C", "C", "C", "Sb", "C", "C", "C", "C", "C", "C", "C", "C", "C", "C", "C", "C", "H", "H", "H", "H", "H", "H", "H", "H", "H", "H", "H", "H", "H", "H", "H", "C", "N", "C", "N", "S", "H", "H", "H", "H", "H", "H", "O", "B", "O", "C", "C", "C", "C", "C", "C", "H", "H", "H", "H"], "coordinates": [[0.039, -0.048, -0.042], [1.948, -2.172, -0.939], [2.697, -2.224, 0.629], [2.917, -3.475, 1.247], [3.459, -3.606, 2.510], [3.846, -2.476, 3.227], [3.669, -1.233, 2.641], [3.089, -1.085, 1.380], [2.700, 0.604, 0.956], [3.355, 0.905, -0.720], [2.435, 1.272, -1.889], [3.129, 1.416, -3.107], [2.328, 1.563, -4.257], [0.979, 1.676, -4.200], [0.255, 1.692, -2.839], [-0.894, 0.652, -2.954], [-2.229, 0.486, -1.687], [-2.731, 2.147, -1.284], [-3.434, 2.851, -2.265], [-3.883, 4.141, -2.059], [-3.632, 4.737, -0.827], [-2.974, 4.039, 0.164], [-2.509, 2.716, -0.006], [-1.732, 1.957, 1.369], [1.153, 1.414, -1.700], [2.607, -4.353, 0.693], [3.577, -4.594, 2.940], [4.285, -2.561, 4.214], [3.972, -0.335, 3.169], [3.918, 0.016, -1.002], [4.067, 1.724, -0.602], [4.193, 1.234, -3.168], [2.800, 1.560, -5.238], [0.375, 1.759, -5.097], [-0.431, -0.340, -2.952], [-1.374, 0.784, -3.925], [-3.601, 2.362, -3.217], [-4.398, 4.676, -2.847], [-3.953, 5.756, -0.637], [-2.791, 4.502, 1.125], [-0.147, -2.888, -6.524], [-1.363, -3.492, -6.234], [-1.777, -3.625, -4.914], [-0.980, -3.166, -3.868], [0.243, -2.568, -4.171], [0.655, -2.426, -5.490], [-1.569, -3.276, -1.801], [-3.628, -3.724, -2.250], [-4.222, -4.948, -1.954], [-5.577, -5.158, -2.190], [-6.357, -4.143, -2.725], [-5.778, -2.914, -3.013], [-4.428, -2.706, -2.771], [-0.938, -5.289, -1.465], [-1.100, -6.315, -2.393], [-0.655, -7.599, -2.111], [-0.036, -7.868, -0.896], [0.140, -6.849, 0.029], [-0.306, -5.563, -0.255], [0.170, -2.769, -7.553], [-1.998, -3.852, -7.036], [-2.737, -4.084, -4.706], [0.887, -2.196, -3.383], [1.597, -1.935, -5.700], [-3.627, -5.753, -1.539], [-6.020, -6.118, -1.952], [-7.412, -4.305, -2.909], [-6.380, -2.109, -3.418], [-3.996, -1.731, -2.977], [-1.571, -6.108, -3.348], [-0.784, -8.389, -2.843], [0.314, -8.869, -0.676], [0.629, -7.045, 0.976], [-0.151, -4.775, 0.473], [0.626, -0.198, 3.692], [0.471, -1.621, 3.441], [-0.669, -2.225, 3.064], [-1.750, -1.443, 2.857], [-0.768, -3.905, 2.936], [1.540, -0.057, 4.265], [-0.214, 0.177, 4.277], [0.718, 0.392, 2.780], [1.294, -2.203, 3.422], [-1.671, -0.481, 2.530], [-2.543, -1.929, 2.472], [-1.077, 3.751, -3.813], [-0.201, 3.181, -2.862], [0.336, 4.195, -2.054], [-0.221, 5.354, -2.494], [-0.044, 6.631, -2.015], [-0.756, 7.652, -2.650], [-1.602, 7.385, -3.718], [-1.777, 6.084, -4.196], [-1.074, 5.085, -3.563], [0.612, 6.818, -1.176], [-0.647, 8.671, -2.298], [-2.143, 8.198, -4.186], [-2.443, 5.860, -5.019]], "atomic_forces_ev_per_a": [[-0.3, -0.8, 0.8], [0.3, -0.2, 0.0], [-0.1, 0.0, 0.0], [0.0, 0.0, 0.0], [0.0, 0.0, 0.0], [0.0, 0.0, 0.0], [0.1, 0.0, 0.0], [0.0, 0.0, 0.0], [0.3, 0.2, -0.2], [0.1, 0.0, 0.0], [0.1, 0.0, -0.1], [0.0, 0.0, 0.1], [-0.1, 0.0, -0.1], [0.0, -0.1, 0.0], [0.0, 0.1, -0.2], [0.0, 0.1, 0.0], [-0.3, 0.2, -0.2], [0.0, 0.0, 0.0], [0.0, 0.0, 0.0], [0.0, 0.0, 0.0], [0.0, 0.0, 0.0], [0.0, 0.1, 0.0], [0.1, 0.0, 0.1], [-0.2, 0.0, 0.1], [0.2, 0.1, -0.2], [0.0, 0.0, 0.0], [0.0, 0.0, 0.0], [0.0, 0.0, 0.0], [0.0, 0.0, 0.0], [0.0, 0.0, 0.0], [0.0, 0.0, 0.0], [0.0, 0.0, 0.0], [0.0, 0.0, 0.0], [0.0, 0.0, 0.0], [-0.1, 0.0, 0.0], [0.0, 0.0, 0.0], [0.0, 0.0, 0.0], [0.0, 0.0, 0.0], [0.0, 0.0, 0.0], [0.0, 0.0, 0.0], [0.0, 0.0, 0.0], [0.0, 0.0, 0.0], [0.0, 0.0, 0.0], [0.0, 0.0, 0.0], [0.0, 0.0, 0.0], [0.0, 0.0, 0.0], [0.1, 0.3, 0.1], [0.0, -0.1, 0.1], [0.0, 0.0, 0.0], [0.0, 0.0, 0.0], [0.0, 0.0, 0.0], [0.0, 0.0, 0.0], [0.0, 0.0, 0.0], [0.1, 0.0, 0.0], [0.0, 0.0, 0.0], [0.0, 0.0, 0.0], [0.0, 0.0, 0.0], [0.0, 0.0, 0.0], [0.0, -0.1, 0.0], [0.0, 0.0, 0.0], [0.0, 0.0, 0.0], [0.0, 0.0, 0.0], [0.0, 0.0, 0.0], [0.0, 0.0, 0.0], [0.0, 0.0, 0.0], [0.0, 0.0, 0.0], [0.0, 0.0, 0.0], [0.0, 0.0, 0.0], [0.0, 0.0, 0.0], [0.0, 0.0, 0.0], [0.0, 0.0, 0.0], [0.0, 0.0, 0.0], [0.0, 0.0, 0.0], [0.0, 0.0, 0.0], [0.0, -0.1, 0.0], [-0.3, 0.0, -0.2], [0.3, 0.0, 0.2], [-0.2, 0.2, -0.3], [-0.1, 0.0, 0.0], [0.0, 0.0, 0.0], [0.0, 0.0, 0.0], [-0.1, 0.1, 0.0], [0.1, 0.0, 0.1], [0.1, 0.1, 0.1], [0.0, -0.1, 0.1], [0.0, 0.0, -0.1], [0.1, 0.0, 0.2], [-0.1, 0.0, 0.0], [0.0, 0.0, 0.0], [0.0, -0.1, 0.0], [0.0, 0.0, 0.0], [0.0, 0.0, 0.0], [0.0, 0.0, 0.0], [0.0, 0.1, 0.0], [0.0, 0.0, 0.0], [0.0, 0.0, 0.0], [0.0, 0.0, 0.0], [0.0, 0.0, 0.0]]}


Record 3
{"formula": "C4H10NO", "method": "wB97M-V/def2-TZVPD", "charge": -1, "orbital_gap_ev": 6.019, "molar_mass_da": 88.13, "smiles": "CN(C)CC[O-]", "de_lowest_kj_mol": 205.99, "spin_multiplicity": 1, "homo_ha": -0.0715, "symbols": ["C", "N", "C", "C", "C", "O", "H", "H", "H", "H", "H", "H", "H", "H", "H", "H"], "coordinates": [[1.335, 1.538, 0.847], [0.714, 0.647, -0.106], [1.319, -0.743, 0.011], [-0.723, 0.631, 0.221], [-1.396, -0.444, -0.710], [-1.460, -1.765, -0.494], [2.098, 2.125, 0.405], [0.526, 2.226, 1.258], [1.777, 1.086, 1.728], [1.168, -1.411, -0.830], [2.503, -0.693, 0.112], [0.859, -1.215, 0.973], [-1.288, 1.595, 0.000], [-1.017, 0.404, 1.231], [-2.477, -0.062, -0.910], [-0.674, -0.358, -1.495]], "atomic_forces_ev_per_a": [[-1.4, 1.0, 0.9], [0.2, -0.7, 1.0], [1.0, 0.5, 2.0], [-1.6, -0.9, -1.5], [-1.4, -0.4, -0.2], [0.1, -0.5, 1.6], [0.9, 0.8, -0.6], [1.2, -0.5, -0.6], [0.1, -0.6, 0.4], [-0.7, 0.3, 0.0], [-2.3, 0.4, 0.0], [1.0, 0.4, -1.6], [1.3, -0.7, -0.1], [0.5, -0.3, 1.2], [1.1, 0.3, -0.3], [-0.1, 1.0, -2.1]]}


Record 4
{"formula": "CHN5S", "method": "wB97M-V/def2-TZVPD", "charge": 0, "orbital_gap_ev": 8.532, "molar_mass_da": 115.12, "smiles": "[H]/N=N/N=C=S.N#N", "de_lowest_kj_mol": 0.00, "spin_multiplicity": 1, "homo_ha": -0.3407, "symbols": ["H", "N", "N", "N", "C", "S", "N", "N"], "coordinates": [[-1.146, 2.229, 0.467], [-1.086, 1.195, 0.385], [-0.090, 1.002, -0.449], [0.130, -0.168, -0.945], [1.046, -0.695, -1.553], [2.024, -1.605, -2.286], [-0.478, -1.460, 1.937], [-0.400, -0.500, 2.445]], "atomic_forces_ev_per_a": [[0.6, -0.7, 0.1], [2.5, -1.3, -3.2], [-2.8, 4.5, 2.6], [0.2, -2.5, -0.1], [-1.7, 0.8, 1.1], [1.1, -0.7, -0.8], [0.0, -0.1, 0.0], [0.1, -0.1, 0.2]]}


Record 5
{"formula": "C5H4N2", "method": "wB97M-V/def2-TZVPD", "charge": 0, "orbital_gap_ev": 10.068, "molar_mass_da": 92.10, "smiles": "C#Cc1ccn[nH]1", "de_lowest_kj_mol": 176.11, "spin_multiplicity": 1, "homo_ha": -0.3339, "symbols": ["C", "C", "C", "C", "C", "N", "N", "H", "H", "H", "H"], "coordinates": [[2.763, 0.131, -0.643], [1.585, 0.149, -0.397], [0.197, 0.076, -0.075], [-0.600, -1.024, 0.165], [-1.865, -0.490, 0.466], [-1.863, 0.836, 0.419], [-0.613, 1.156, 0.087], [3.810, 0.119, -0.862], [-0.284, -2.054, 0.140], [-2.776, -1.021, 0.704], [-0.354, 2.122, -0.003]], "atomic_forces_ev_per_a": [[-0.3, 0.1, 0.0], [0.3, 0.0, 0.0], [-0.1, -0.1, 0.1], [0.0, 0.0, 0.0], [-0.1, 0.0, 0.0], [0.0, -0.2, 0.0], [0.3, 0.1, 0.0], [-0.2, 0.0, 0.0], [-0.1, 0.0, 0.0], [0.1, 0.1, 0.0], [0.0, 0.0, 0.0]]}


Record 6
{"formula": "C21H24MnN2O2P2", "method": "wB97M-V/def2-TZVPD", "charge": 2, "orbital_gap_ev": [6.473, 6.569], "molar_mass_da": 453.32, "s2": 3.833, "de_lowest_kj_mol": 161.79, "spin_multiplicity": 4, "homo_ha": [-0.5437, -0.5496], "symbols": ["C", "C", "C", "C", "C", "C", "C", "C", "C", "C", "C", "C", "C", "H", "H", "H", "H", "H", "H", "H", "N", "Mn", "C", "H", "H", "C", "H", "H", "P", "P", "C", "H", "H", "H", "C", "H", "H", "H", "C", "H", "H", "H", "C", "H", "H", "H", "C", "O", "H", "O", "C", "N"], "coordinates": [[-1.553, 3.227, -2.037], [-1.369, 1.945, -1.513], [-0.068, 1.364, -1.524], [1.035, 2.188, -1.859], [0.817, 3.511, -2.342], [-0.466, 4.014, -2.446], [2.285, 1.643, -1.611], [2.475, 0.257, -1.726], [1.348, -0.548, -1.441], [1.431, -1.962, -1.475], [2.637, -2.558, -1.836], [3.759, -1.773, -2.129], [3.685, -0.391, -2.088], [-2.560, 3.645, -2.067], [1.692, 4.106, -2.624], [-0.640, 5.023, -2.828], [3.159, 2.276, -1.767], [2.701, -3.648, -1.853], [4.691, -2.273, -2.390], [4.547, 0.226, -2.342], [0.227, 0.122, -0.930], [0.103, -0.218, 0.895], [-2.437, 1.300, -0.684], [-2.662, 0.274, -1.032], [-3.359, 1.893, -0.653], [0.271, -2.787, -0.955], [-0.661, -2.583, -1.500], [0.488, -3.868, -0.986], [-1.697, 1.199, 1.028], [-0.044, -2.354, 0.822], [1.293, -3.213, 1.711], [1.118, -3.098, 2.791], [1.277, -4.278, 1.437], [2.269, -2.780, 1.461], [-1.565, -3.212, 1.294], [-1.414, -4.294, 1.168], [-1.782, -2.991, 2.348], [-2.403, -2.881, 0.671], [-2.170, 2.774, 1.835], [-3.220, 3.034, 1.626], [-2.020, 2.648, 2.919], [-1.510, 3.563, 1.467], [-3.065, 0.128, 1.753], [-2.909, 0.025, 2.837], [-4.057, 0.585, 1.589], [-3.068, -0.883, 1.314], [1.788, 0.131, 1.356], [2.926, 0.258, 1.601], [-0.151, 1.947, 0.705], [-0.476, -0.148, 5.190], [-0.383, -0.236, 4.005], [-0.314, -0.325, 2.815]], "atomic_forces_ev_per_a": [[0.2, -0.6, 0.5], [0.1, 0.4, 0.1], [-0.1, -0.1, 1.0], [-0.6, 0.3, 0.1], [-0.1, 0.4, 0.1], [0.7, 0.0, -0.4], [1.4, 0.1, -2.7], [0.0, -0.5, 0.3], [-0.3, 0.1, 0.5], [0.0, -0.2, 0.6], [-0.7, 0.4, 0.4], [0.4, 0.6, -0.3], [0.4, -0.2, 0.2], [0.2, -0.1, 0.0], [-0.4, -0.2, 0.1], [0.1, -0.4, 0.1], [-0.1, 0.0, 0.4], [0.0, 0.3, -0.1], [-0.2, 0.3, 0.0], [-0.1, -0.2, 0.1], [-0.7, -0.3, -3.1], [-4.6, 2.6, 2.4], [0.8, -0.4, -0.3], [0.0, 0.4, 0.3], [0.3, -0.2, 0.1], [-0.1, 0.0, 0.2], [0.2, -0.1, 0.0], [-0.1, 0.4, -0.2], [-3.6, 1.2, -0.4], [0.4, -3.1, -0.9], [-0.2, 0.2, 0.3], [0.1, -0.1, -0.3], [0.0, 0.3, 0.1], [-0.2, -0.1, 0.0], [-0.1, 0.1, 0.1], [-0.1, 0.3, 0.0], [0.0, -0.1, -0.3], [0.2, -0.2, 0.1], [0.5, -0.1, 0.1], [0.4, -0.3, 0.1], [-0.1, 0.2, -0.3], [-0.2, 0.1, 0.2], [0.5, -0.6, 0.6], [-0.1, 0.0, -0.4], [0.6, 0.1, -0.2], [0.1, 0.5, 0.1], [9.4, 1.7, 1.8], [-4.8, -0.6, -0.8], [-0.4, -2.2, 0.9], [0.2, -0.2, -2.6], [-0.1, 0.3, 3.3], [0.4, 0.0, -2.1]]}


Record 7
{"formula": "C5H11NO", "method": "wB97M-V/def2-TZVPD", "charge": 1, "orbital_gap_ev": [11.601, 6.834], "molar_mass_da": 101.15, "s2": 0.758, "de_lowest_kj_mol": 462.90, "spin_multiplicity": 2, "homo_ha": [-0.5568, -0.5556], "symbols": ["C", "C", "N", "C", "C", "C", "O", "H", "H", "H", "H", "H", "H", "H", "H", "H", "H", "H"], "coordinates": [[1.525, -1.595, 1.444], [1.238, -1.039, 0.020], [0.179, -0.022, 0.101], [0.301, 1.171, 0.979], [-0.074, 0.257, -1.501], [-1.356, 0.310, -0.751], [-2.280, 1.071, -0.688], [1.891, -0.832, 2.133], [2.386, -2.258, 1.338], [0.685, -2.137, 1.860], [0.809, -1.938, -0.416], [2.231, -0.756, -0.323], [-0.535, 1.812, 0.741], [1.254, 1.659, 0.783], [0.359, 0.832, 2.009], [0.386, 1.220, -1.674], [-0.255, -0.497, -2.241], [-1.605, -0.771, -0.694]], "atomic_forces_ev_per_a": [[0.8, 0.3, -0.3], [-0.4, -2.1, 3.7], [0.4, 0.5, -2.5], [1.5, -0.5, -1.1], [-0.7, 3.1, 3.1], [-0.3, -3.9, -1.9], [-0.3, 1.7, 1.2], [-0.3, 0.1, 0.0], [-0.2, -0.3, 0.0], [-0.1, 0.0, 0.1], [0.2, 0.3, -1.0], [-0.5, 0.7, -0.9], [-0.1, 0.4, 0.5], [0.0, 0.4, -0.1], [-0.6, 0.0, 0.0], [0.0, 0.0, -0.9], [1.4, -0.8, -0.1], [-0.9, 0.1, 0.1]]}


Record 8
{"formula": "C10H16N2OsPSe", "method": "wB97M-V/def2-TZVPD", "charge": 1, "orbital_gap_ev": [6.920, 6.872], "molar_mass_da": 464.42, "s2": 6.046, "spin_multiplicity": 5, "homo_ha": [-0.3562, -0.4173], "symbols": ["C", "C", "C", "C", "C", "Os", "P", "H", "H", "H", "H", "H", "H", "H", "H", "C", "N", "C", "C", "N", "C", "C", "Se", "H", "H", "H", "H", "H", "H", "H", "H"], "coordinates": [[0.759, -0.983, -3.076], [1.704, 0.090, -3.534], [1.046, 1.259, -3.893], [-0.327, 1.054, -3.873], [-0.668, -0.245, -3.217], [-0.194, -0.703, -1.183], [0.950, -2.132, 0.075], [0.929, -2.053, -3.307], [2.780, -0.096, -3.672], [1.536, 2.203, -4.138], [-1.620, -0.837, -3.369], [-1.040, 1.741, -4.374], [1.650, -1.610, 1.208], [1.954, -2.815, -0.700], [0.010, -3.160, 0.516], [1.699, 1.518, 2.210], [0.371, 1.018, 2.524], [0.043, 0.292, 3.658], [-1.236, -0.177, 3.487], [-1.668, 0.248, 2.239], [-2.907, -0.181, 1.612], [-0.653, 0.934, 1.612], [-0.470, 1.270, -0.212], [2.190, 0.920, 1.438], [2.281, 1.437, 3.134], [1.660, 2.559, 1.889], [0.748, 0.134, 4.443], [-1.834, -0.808, 4.108], [-2.917, -1.272, 1.490], [-3.748, 0.099, 2.263], [-3.027, 0.297, 0.643]], "atomic_forces_ev_per_a": [[-1.8, 1.8, -1.3], [0.1, -1.1, 0.5], [0.2, -0.2, 0.0], [-1.1, -0.4, 0.4], [1.7, -1.1, -1.0], [-0.5, -1.6, -2.4], [0.6, -1.8, 0.4], [-0.1, 0.8, 0.1], [-0.6, 0.2, 0.4], [-0.2, -0.5, -0.2], [1.1, 0.8, -0.2], [0.4, -0.6, 0.8], [-0.2, -0.7, -0.2], [-0.4, 0.0, 0.9], [1.3, 0.4, 0.2], [0.5, 0.1, 0.5], [-1.2, -0.8, -0.9], [-1.2, 0.0, -0.8], [1.1, 0.7, -0.5], [1.5, 0.4, -0.4], [-0.7, -0.1, 0.4], [0.0, -1.1, 2.2], [-0.7, 4.5, 0.9], [-0.2, 0.0, 0.0], [0.0, 0.2, -0.3], [0.0, -0.1, 0.0], [0.1, 0.1, 0.4], [-0.2, 0.0, 0.2], [0.1, 0.3, 0.0], [0.3, -0.1, -0.3], [0.1, 0.0, 0.1]]}